(1)
The following is a quantum chemistry calculation of a structure of composition C22H25ClIN7OReS2, from the Open Molecules 2025 dataset.

LUMO energy (alpha / beta) in eV: -6.227 / -7.491
Total charge: +2
Spin multiplicity: 4
Energy relative to the best compared isomer or geometry (same formula, charge and spin) in kcal/mol: 0.00
⟨S²⟩: 3.79
E_tot in eV: -80111.0499
HOMO-LUMO gap (alpha / beta) in Ha: 0.256 / 0.219

```
60
Properties=species:S:1:pos:R:3:forces:R:3
Re -0.39511 -0.04864 -0.08157 -0.1 0.6 0.8
C 5.82023 0.27970 -0.03176 -0.1 0.0 0.0
C 4.79989 -0.27872 0.94903 0.0 -0.2 -0.1
N 3.85263 -1.18620 0.28070 0.2 0.2 -0.1
C 2.58702 -0.93242 -0.03956 -0.1 0.0 0.1
S 1.78509 0.42660 0.76507 -0.5 -0.1 -0.1
N 2.01488 -1.72065 -0.92375 0.0 0.0 0.0
N 0.70772 -1.43608 -1.16892 0.1 -0.1 -0.2
C 0.07421 -2.15757 -2.04974 0.0 0.0 0.1
C 0.68065 -3.31076 -2.76441 0.0 0.0 -0.1
C -1.32715 -1.76981 -2.28377 0.0 0.1 0.0
C -2.09833 -2.31136 -3.29074 -0.1 -0.1 -0.1
C -3.40076 -1.85834 -3.46729 0.0 0.0 0.0
C -3.90702 -0.88363 -2.62242 0.0 -0.1 0.0
C -3.09235 -0.38333 -1.62554 0.1 -0.1 0.1
N -1.83188 -0.81081 -1.46723 -0.1 0.0 0.1
H 6.54112 0.90654 0.49393 0.0 0.0 0.0
H 6.37083 -0.52620 -0.52086 0.0 0.0 0.0
H 5.33443 0.88372 -0.80091 0.0 0.0 0.0
H 5.29931 -0.83916 1.73753 0.0 0.0 0.1
H 4.23396 0.52236 1.41569 0.0 0.0 0.1
H 4.26496 -1.94277 -0.25033 0.0 0.0 0.0
H 1.67508 -3.50873 -2.38298 0.0 0.0 0.0
H 0.05419 -4.19555 -2.63172 0.0 0.0 0.0
H 0.75118 -3.11187 -3.83755 0.0 0.0 0.0
H -1.68643 -3.07717 -3.93311 0.0 0.0 0.0
H -4.01330 -2.26700 -4.26034 0.0 0.0 0.0
H -4.92004 -0.52014 -2.72254 0.0 0.0 0.0
H -3.44917 0.36122 -0.92516 0.1 0.0 0.0
Cl -2.95732 6.07901 -2.11190 0.0 0.0 0.0
C -2.59930 4.64265 -1.23748 -0.1 0.1 0.0
C -3.32805 4.31447 -0.12975 -0.1 0.1 0.1
C -3.04987 3.14610 0.61233 -0.1 -0.1 0.3
I -4.16121 2.66116 2.29440 0.0 0.1 0.0
C -2.03766 2.30502 0.22872 0.0 -0.1 0.1
O -1.68196 1.17416 0.86952 0.3 -0.1 -0.4
C -1.31424 2.63217 -0.93024 0.3 -0.2 -0.1
N -0.34382 1.72948 -1.27756 0.2 -0.1 -0.3
C 0.44187 1.98715 -2.31833 -0.1 -0.1 0.2
C 0.28892 3.13952 -3.08660 0.0 0.1 -0.1
C -0.70572 4.03664 -2.77651 0.0 0.0 0.0
C -1.54738 3.79958 -1.67278 0.2 0.0 -0.1
H -4.12960 4.96827 0.18677 0.0 0.0 0.0
H 1.21172 1.25912 -2.54136 0.0 0.0 0.0
H 0.95688 3.31087 -3.91874 0.0 0.0 0.0
H -0.83985 4.93324 -3.36800 0.0 0.0 0.0
C 0.40137 0.11532 4.73586 0.0 -0.1 -0.1
N -0.27099 -0.35391 3.51527 0.0 0.1 0.1
C -0.43385 -1.58191 3.05737 0.0 0.1 0.0
S -1.02325 -1.84496 1.42707 0.0 -0.1 -0.1
N -0.23808 -2.69245 3.75508 0.1 0.1 0.1
C -0.05771 -2.86577 5.20467 -0.1 0.0 -0.1
H 0.46930 1.19653 4.66618 0.0 0.0 0.0
H 1.41082 -0.28165 4.80056 0.0 0.0 0.0
H -0.15623 -0.13422 5.63337 0.0 0.0 0.0
H -0.59199 0.36789 2.88733 -0.1 0.0 0.0
H -0.39511 -3.53721 3.22893 0.1 0.0 0.0
H 0.86586 -2.41693 5.55285 0.0 0.0 0.0
H -0.00730 -3.93305 5.39551 0.0 0.0 0.0
H -0.90208 -2.45956 5.75770 0.0 0.0 0.0
```
Positions in Å, forces in eV/Å.


(2)
The following is a quantum chemistry calculation of a cluster of 9 separate species, C22H69BN12O10 in total at a distorted geometry, from the Open Molecules 2025 dataset.

LUMO energy in eV: -1.101
Total charge: 0
Energy relative to the best compared isomer or geometry (same formula, charge and spin) in kcal/mol: 121.12
E_tot in eV: -62957.0785
HOMO-LUMO gap in Ha: 0.273

```
114
Properties=species:S:1:pos:R:3:forces:R:3
N -4.32624 13.37517 6.84512 -0.4 -0.8 0.3
H -3.67808 12.81248 6.31280 0.4 -0.1 -0.2
H -3.86970 14.07969 7.40664 0.3 0.9 -0.1
H -4.78764 12.75527 7.49546 -0.3 -0.9 0.8
H -5.06902 13.69006 6.23748 -0.2 0.7 -0.5
B -5.66148 10.06722 9.61895 0.1 -0.1 0.0
H -5.62731 9.08628 9.17082 0.2 -4.0 -2.0
H -6.14423 10.77680 8.96497 -2.3 3.1 -2.8
H -6.15438 9.96891 10.57374 -2.3 -0.2 3.7
H -4.66652 10.41800 9.84531 4.2 1.4 0.7
C 3.43989 13.99558 3.22048 0.1 -0.5 0.5
O 3.42723 13.14366 4.37220 -0.7 0.9 0.3
C 3.77216 13.85682 5.57055 -0.8 -1.4 0.8
C 3.70275 12.82013 6.77485 0.6 0.3 -0.8
N 2.42488 12.57257 7.42821 -0.4 0.9 0.2
C 2.38132 11.22152 7.96913 -1.0 -0.3 -0.3
C 1.14011 11.09232 8.90358 0.9 -0.5 -0.1
O 1.14464 9.89897 9.66101 0.0 -0.7 0.3
C 1.89270 9.96174 10.87133 -0.2 0.7 -0.4
H 2.91130 14.94210 3.33346 0.1 0.3 0.6
H 2.88163 13.52339 2.41209 0.5 -0.5 0.0
H 4.49716 14.16722 3.01845 -0.1 0.3 -0.7
H 3.08523 14.67887 5.77155 -0.5 0.0 -0.1
H 4.73255 14.35635 5.44323 0.5 -0.4 0.2
H 4.39033 13.09612 7.57433 0.2 0.3 -0.1
H 4.02769 11.83924 6.42790 0.6 0.1 -0.7
H 1.65803 12.58898 6.77112 0.1 0.4 -0.4
H 3.31715 10.90207 8.42770 -0.1 0.4 0.5
H 2.29082 10.56868 7.10097 -0.2 -0.7 0.1
H 0.20342 11.03186 8.34945 0.1 0.2 -0.3
H 1.10765 11.98898 9.52248 0.0 0.1 0.3
H 1.37042 10.64601 11.53997 0.2 0.3 0.2
H 2.89541 10.31920 10.63701 0.2 0.1 0.3
H 1.96864 9.01247 11.40165 -0.2 -0.2 -0.6
C -4.81874 17.85917 12.98320 -0.1 -1.2 0.0
O -4.91663 17.20485 11.73618 0.2 -0.1 -2.0
C -4.69295 15.73875 11.52103 0.6 3.2 1.2
C -3.28865 15.60406 10.98629 -0.2 0.0 -0.7
N -3.09775 16.41855 9.74689 0.4 -2.1 1.1
C -1.64113 16.55427 9.47501 -2.4 0.8 -1.1
C -1.53731 17.44153 8.24834 0.5 -0.4 -0.5
O -2.28427 16.83481 7.11772 1.5 0.7 0.3
C -1.82310 17.31746 5.84772 0.4 1.3 0.0
H -3.99089 17.48674 13.58658 -0.2 -0.5 0.4
H -5.80875 17.71233 13.41497 0.3 0.4 0.9
H -4.56720 18.91596 12.89359 -0.4 0.0 -0.6
H -5.40529 15.44472 10.75017 -0.2 -0.1 0.5
H -4.80660 15.35466 12.53477 -0.2 -1.0 -0.4
H -3.17819 14.54038 10.77541 0.5 -0.1 -0.2
H -2.54939 15.90358 11.72918 0.0 -0.1 0.4
H -3.53223 17.30399 9.96440 0.2 0.4 -0.1
H -1.16696 15.63627 9.12783 -0.3 -0.4 0.7
H -1.16780 16.97951 10.36002 0.6 0.1 -0.2
H -0.45986 17.47117 8.08609 0.2 0.0 -0.9
H -1.80555 18.47990 8.44309 -0.6 0.0 -0.2
H -0.74563 17.42437 5.72231 0.5 -1.0 0.5
H -2.04039 18.36891 5.65969 -0.9 0.3 0.4
H -2.20591 16.81654 4.95855 -0.3 -0.6 0.6
C -6.75059 10.87136 3.60793 0.7 -0.8 -0.4
O -6.19548 12.13991 3.38892 -0.9 1.3 -0.2
C -6.65164 12.74889 2.15046 1.3 1.8 1.5
C -6.38933 14.33574 2.22275 -0.9 -1.7 1.1
N -6.99792 14.86680 3.46974 1.3 0.1 0.2
C -6.73140 16.25112 3.87560 -0.3 0.7 -2.0
C -7.00568 17.25750 2.72131 -0.2 0.6 0.0
O -5.95433 17.28531 1.73320 -1.3 -1.4 1.4
C -6.05329 18.29752 0.77537 0.9 0.4 0.1
H -6.49795 10.53087 4.61209 0.1 0.2 0.0
H -6.26698 10.20928 2.88968 -0.2 -0.6 0.0
H -7.82886 10.76928 3.48541 -0.2 0.5 -0.1
H -7.72023 12.58136 2.01584 0.1 -0.3 -0.3
H -5.97337 12.36927 1.38630 -0.6 -0.2 -0.6
H -6.78392 14.80128 1.31962 0.0 0.0 -0.2
H -5.30729 14.46713 2.22738 -0.1 0.3 0.2
H -7.99075 14.70267 3.55597 0.0 -0.2 -0.4
H -5.71204 16.51472 4.15758 0.3 -0.8 0.4
H -7.41816 16.46075 4.69567 0.2 0.2 0.0
H -7.16639 18.28167 3.05802 0.4 0.3 0.6
H -7.99103 17.03314 2.31286 0.0 -0.5 -0.7
H -7.03829 18.69202 0.52587 -0.3 -0.6 0.0
H -5.53419 17.87472 -0.08479 -0.2 0.5 -0.3
H -5.49861 19.14962 1.16825 0.2 0.3 -0.3
C -10.01831 7.81484 8.22180 -3.3 -2.3 1.2
O -11.08834 7.25625 8.03768 -1.6 0.5 -1.5
N -9.74600 9.07991 8.20227 -0.2 4.5 -1.3
N -9.09686 7.13318 8.80360 4.3 -2.1 1.3
H -10.52948 9.70439 8.07465 0.5 0.1 -0.2
H -8.81529 9.42803 8.38307 -0.3 0.2 0.0
H -9.26852 6.15701 8.99781 0.5 0.4 0.0
H -8.28472 7.68448 9.04145 0.5 -1.2 0.5
C -4.46912 8.64567 15.45955 -1.4 0.0 3.5
O -4.42324 8.40377 16.66349 0.1 0.1 0.2
N -3.55807 8.24828 14.63415 3.6 -1.7 -2.3
N -5.46602 9.29653 14.88336 -1.4 1.1 -1.1
H -2.80006 7.73802 15.06445 -0.1 0.1 -0.3
H -3.47029 8.54883 13.67390 0.0 -0.1 0.3
H -6.25081 9.57749 15.45367 0.1 -0.2 -0.5
H -5.49051 9.15074 13.88423 -1.0 0.6 0.2
C -2.61723 5.38687 7.24156 2.8 0.7 1.4
O -1.81143 4.50134 7.10160 1.5 -0.7 0.1
N -3.80659 5.31567 6.77616 -5.0 -0.3 -1.9
N -2.43125 6.58671 7.86739 0.8 1.2 0.8
H -4.44810 6.05318 7.03043 -0.3 -0.6 -0.5
H -4.08148 4.51337 6.22766 -0.1 0.3 0.3
H -3.21287 7.21639 7.97999 0.3 -0.1 0.1
H -1.59091 6.83494 8.36970 -0.2 -0.4 -0.2
C -11.44350 12.93717 12.67317 -0.6 2.5 -1.1
O -11.90237 13.43051 11.64101 0.1 -0.8 0.5
N -11.70453 13.41915 13.88884 -1.4 1.4 2.1
N -10.50679 12.02862 12.76659 2.3 -3.0 -1.2
H -11.38964 12.94685 14.72423 -0.3 0.3 -0.2
H -12.32754 14.21070 13.96239 0.1 -0.4 0.1
H -10.15592 11.63497 11.90519 0.1 0.0 0.3
H -10.01642 11.84395 13.63004 -0.1 0.0 -0.5
```
Positions in Å, forces in eV/Å.


(3)
The following is a quantum chemistry calculation of a structure of composition C6H11F2NO2S2 at a distorted geometry, from the Open Molecules 2025 dataset.

LUMO energy (alpha / beta) in eV: 0.621 / -3.014
Total charge: 0
Spin multiplicity: 3
⟨S²⟩: 2.01
E_tot in eV: -39085.0545
HOMO-LUMO gap (alpha / beta) in Ha: 0.286 / 0.245

```
24
Properties=species:S:1:pos:R:3:forces:R:3
C 2.62961 -0.12378 0.27992 0.0 2.2 -1.9
C 1.75935 0.93896 0.92272 -1.0 -0.5 -2.7
C 2.02727 -0.45825 -1.15032 -0.6 3.6 2.1
C 0.31857 0.45176 0.95234 -0.7 0.9 1.4
C 0.49399 -0.71422 -1.08724 0.5 -0.8 -1.4
C -2.47175 -0.76502 0.10198 0.0 1.2 -3.0
N -0.12275 0.41430 -0.40188 0.2 -1.1 -2.2
O -2.06600 1.79272 0.07058 -0.6 2.1 1.4
O -2.09202 0.64512 -2.05267 0.1 -0.2 -3.0
F -1.77527 -1.22847 1.08838 0.9 -0.8 1.7
F -2.69577 -1.76908 -0.76810 -0.1 -0.1 -0.1
S -4.57345 -0.58488 1.16809 -1.7 0.7 0.9
S -1.69618 0.70068 -0.72302 -0.1 -2.8 3.0
H 3.66196 0.31744 0.12837 -1.0 -0.9 0.3
H 2.60225 -0.88953 0.99246 0.5 -1.9 0.6
H 2.02868 1.08110 1.88135 1.3 0.8 3.4
H 1.85666 1.85974 0.34330 -0.3 0.1 0.2
H 2.16172 0.57937 -1.72606 -0.1 -2.6 0.7
H 2.61449 -1.25086 -1.47306 0.7 -1.4 -1.5
H 0.23170 -0.60880 1.49194 0.2 2.4 -1.0
H -0.38574 1.25525 1.31234 1.0 -1.1 1.0
H 0.15968 -0.71622 -2.16198 -0.1 -0.4 1.2
H 0.20476 -1.67329 -0.52567 0.6 1.0 -1.0
H -4.87178 0.74597 1.33625 0.3 -0.7 -0.2
```
Positions in Å, forces in eV/Å.


(4)
The following is a quantum chemistry calculation of a cluster of 2 separate species, C4H9O in total at a distorted geometry, from the Open Molecules 2025 dataset.

LUMO energy in eV: 4.282
Total charge: -1
Energy relative to the best compared isomer or geometry (same formula, charge and spin) in kcal/mol: 27.19
E_tot in eV: -6339.5897
HOMO-LUMO gap in Ha: 0.229

```
14
Properties=species:S:1:pos:R:3:forces:R:3
C -0.54692 0.45744 2.47550 0.8 -1.5 -0.3
O -0.31578 -0.68511 1.74940 0.0 0.1 0.2
H -1.24077 0.29143 3.33118 -0.4 0.3 0.0
H 0.38606 0.82644 2.99682 -0.2 0.3 -0.3
H -0.94496 1.24027 1.81054 -0.1 0.7 0.3
C 1.01576 -1.05362 -1.05681 1.1 0.5 -0.6
C 0.39050 0.15722 -1.72158 -0.4 -0.4 0.3
C -0.88011 0.53169 -1.60843 0.4 -0.1 0.4
H 0.74484 -1.23395 -0.00955 -0.7 0.2 -0.1
H 0.99395 -1.94442 -1.68866 -0.4 -0.1 0.1
H 2.07880 -0.79019 -1.03927 0.2 -0.2 0.2
H 1.08258 0.77593 -2.28790 0.0 0.2 0.1
H -1.19871 1.52764 -1.89287 -0.2 -0.2 -0.4
H -1.56522 -0.10077 -1.05837 -0.1 0.2 0.2
```
Positions in Å, forces in eV/Å.


(5)
The following is a quantum chemistry calculation of a cluster of 2 separate species, C4H11NS in total at a distorted geometry, from the Open Molecules 2025 dataset.

LUMO energy in eV: 0.748
Total charge: 0
SMILES string: C=CN.CSC
Energy relative to the best compared isomer or geometry (same formula, charge and spin) in kcal/mol: 30.04
E_tot in eV: -16650.4904
HOMO-LUMO gap in Ha: 0.335

```
17
Properties=species:S:1:pos:R:3:forces:R:3
C 1.25745 -3.59655 1.32180 -0.3 -0.3 0.1
C -0.00821 -3.44861 0.91795 0.8 -0.5 0.2
N -0.48031 -2.93231 -0.27809 -0.1 0.2 0.1
H 2.15849 -3.30406 0.80225 -0.2 0.2 -0.2
H 1.40326 -4.18090 2.21815 0.1 0.1 0.1
H -0.75686 -3.89323 1.55551 -0.3 0.1 0.0
H 0.14565 -2.28026 -0.71285 0.3 0.1 -0.2
H -1.39695 -2.52769 -0.20044 -0.2 0.0 -0.1
C -1.21779 2.08063 -1.20654 -0.1 -0.7 -1.8
S 0.52974 2.56517 -1.35751 -0.3 0.5 0.6
C 0.72706 3.76543 0.00726 0.8 -0.3 -0.5
H -1.93756 2.59859 -0.58297 0.5 0.3 0.4
H -1.26989 1.00508 -1.04900 0.0 0.0 0.5
H -1.58132 2.18841 -2.23671 -0.2 0.1 0.2
H 1.68398 3.52174 0.46766 -0.3 -0.2 0.4
H 0.86045 4.78943 -0.33788 -0.5 0.0 -0.2
H -0.11720 3.64912 0.67141 0.1 0.1 0.3
```
Positions in Å, forces in eV/Å.


(6)
The following is a quantum chemistry calculation of a cluster of 3 separate species, C20H44BrN3O7P in total at a distorted geometry, from the Open Molecules 2025 dataset.

LUMO energy in eV: -3.254
Total charge: +1
E_tot in eV: -119578.2591
HOMO-LUMO gap in Ha: 0.272

```
76
Properties=species:S:1:pos:R:3:forces:R:3
C 1.21142 -2.66997 0.82230 -0.3 0.5 0.0
C 0.42025 -1.58662 1.57672 0.3 0.1 -1.0
C 0.44189 -0.30887 0.70606 0.4 -0.3 0.4
C -0.97844 -2.13430 1.81817 0.0 0.1 0.4
C -1.88038 -1.38604 2.82053 0.6 -0.5 -0.1
N -2.95934 -0.58679 2.23966 -0.8 0.2 -0.2
C -2.98876 0.76693 1.97677 0.2 0.6 -0.1
Br -1.64840 1.98684 2.37958 0.0 -0.2 0.1
C -4.18428 1.08151 1.40810 0.5 -0.5 0.3
N -4.88366 -0.10133 1.35437 0.3 0.4 0.1
C -4.14790 -1.09225 1.86328 0.6 -0.6 -0.3
P -4.99054 -2.76717 1.89186 -1.4 0.1 0.4
N -3.76704 -3.86798 2.37082 -0.2 0.4 0.0
O -5.12325 -3.04927 0.30191 0.8 -0.3 0.2
H 2.27331 -2.45365 0.85569 0.2 -0.1 0.1
H 0.92871 -2.61934 -0.22480 0.0 -0.1 -0.1
H 0.99365 -3.66665 1.19423 0.2 -0.2 0.2
H 0.94219 -1.35195 2.50206 -0.2 -0.2 0.4
H 1.27580 -0.36673 0.01347 0.1 0.0 -0.2
H 0.63088 0.56306 1.32053 -0.3 0.3 -0.1
H -0.46135 -0.20118 0.10871 -0.2 0.1 0.0
H -1.48706 -2.26572 0.86229 -0.1 0.0 -0.1
H -0.85437 -3.13272 2.22999 -0.1 -0.2 0.0
H -1.27858 -0.77215 3.48019 -0.1 0.4 0.0
H -2.34330 -2.13769 3.44186 -0.3 0.1 0.2
H -4.52185 2.04142 1.07712 -0.3 0.0 -0.1
H -5.81424 -0.22628 0.98367 -0.1 0.0 0.0
H -4.22215 -4.77976 2.33459 0.1 -0.1 -0.1
H -3.61579 -3.71996 3.36743 0.2 -0.1 0.0
H -4.28168 -3.40865 -0.03160 -0.1 0.1 -0.4
C 0.11986 -5.22071 -5.38324 -0.2 0.0 0.0
O -0.66440 -4.89768 -4.24890 0.2 0.2 0.0
C -0.09914 -5.23763 -2.99968 -0.2 -0.1 -0.1
C -0.10074 -4.08037 -2.02116 -0.1 -0.1 0.1
O 0.71178 -2.97121 -2.35818 0.0 0.1 0.0
C 0.36971 -2.14138 -3.45677 0.1 -0.1 -0.2
C -0.90373 -1.33657 -3.31567 -0.1 0.1 -0.1
O -2.07120 -2.14483 -3.32825 0.2 -0.2 0.3
C -3.00648 -1.89414 -2.31434 0.0 0.0 -0.2
H -0.14607 -6.20910 -5.76728 0.1 0.0 0.0
H -0.09042 -4.48098 -6.15633 -0.1 0.0 0.0
H 1.18965 -5.18771 -5.16174 0.0 0.0 0.0
H 0.92078 -5.61669 -3.11365 0.0 0.1 -0.1
H -0.70746 -6.03988 -2.56149 0.1 0.0 0.1
H 0.32547 -4.46241 -1.08848 0.0 0.0 -0.1
H -1.12194 -3.76728 -1.78385 -0.1 0.0 -0.2
H 0.37939 -2.70090 -4.39261 -0.2 -0.1 0.0
H 1.18900 -1.42083 -3.52112 0.0 0.0 0.0
H -0.96347 -0.65486 -4.17159 0.1 0.1 0.1
H -0.85379 -0.73032 -2.40322 0.0 -0.1 0.0
H -2.53276 -1.52147 -1.39545 0.0 0.0 0.0
H -3.51118 -2.83651 -2.08490 0.0 0.0 -0.1
H -3.75982 -1.17316 -2.65029 0.0 0.0 0.1
C 5.74440 3.89919 0.88984 -0.1 -0.1 0.2
O 4.87040 4.69204 1.66718 -0.2 0.0 -0.3
C 4.97219 6.09043 1.45985 0.1 -0.1 0.2
C 3.63486 6.74980 1.19031 -0.1 0.1 0.1
O 2.98380 6.37575 -0.01295 -0.1 0.1 -0.1
C 2.45026 5.07414 -0.15689 0.2 -0.1 -0.1
C 1.27750 4.72406 0.73716 0.1 -0.2 0.1
O 1.64824 4.62738 2.10321 0.0 0.3 -0.1
C 0.81579 5.31712 3.01059 0.1 -0.2 0.0
H 6.67373 3.70111 1.43201 0.1 0.0 -0.1
H 5.24851 2.94664 0.69451 0.0 0.0 0.1
H 5.97347 4.36604 -0.07172 0.0 0.0 0.0
H 5.66217 6.31783 0.64175 0.0 -0.1 -0.1
H 5.37953 6.53648 2.37548 0.0 0.1 -0.1
H 3.83488 7.81806 1.07622 0.0 0.0 -0.1
H 2.96736 6.65704 2.04852 0.0 -0.2 0.0
H 3.23319 4.31647 -0.08843 0.0 0.0 0.2
H 2.07904 5.04005 -1.18496 0.0 0.0 0.0
H 0.90068 3.73987 0.42396 -0.1 0.1 -0.2
H 0.47544 5.45592 0.59577 0.0 0.1 0.1
H 0.34368 6.19074 2.55346 0.0 0.0 0.0
H 1.42869 5.65832 3.84506 0.0 -0.1 0.0
H 0.04343 4.64542 3.40266 -0.1 0.1 0.0
```
Positions in Å, forces in eV/Å.